C2H10N2O3 | ωB97M-V with the def2-TZVPD basis set

Calculated values
DFT total energy (hartree): -417.0695
E_HOMO (alpha / beta) (hartree): -0.5556 / -0.5466
Total charge: +1
2S+1: 2
Energy relative to the best compared isomer or geometry (same formula, charge and spin) (kcal per mole): 32.7

The geometry in XYZ format:
```
17
C2H10N2O3 (ωB97M-V with the def2-TZVPD basis set)
O -0.935 -2.546 -1.113
C 0.038 -1.903 -0.742
N 0.000 -1.219 0.416
C -1.324 -0.589 0.637
N -1.312 0.811 0.318
H 0.917 -2.092 -1.475
H 0.772 -0.605 0.641
H -2.050 -1.225 0.007
H -1.706 -0.687 1.665
H -1.771 1.291 1.081
H -1.650 1.017 -0.610
H 1.546 0.319 -1.588
H 2.125 0.588 -0.116
O 2.077 -0.031 -0.866
H 1.668 2.838 0.308
H 0.367 2.039 0.929
O 1.240 1.995 0.507
```

Okay, here come the Löwdin numbers, in e, for every atom: atom 1 (O): 0.29, atom 2 (C): -0.18, atom 3 (N): 0.13, atom 4 (C): -0.21, atom 5 (N): 0.07, atom 6 (H): 0.23, atom 7 (H): 0.12, atom 8 (H): 0.15, atom 9 (H): 0.14, atom 10 (H): 0.11, atom 11 (H): 0.11, atom 12 (H): 0.06, atom 13 (H): 0.02, atom 14 (O): -0.08, atom 15 (H): 0.08, atom 16 (H): 0.04, atom 17 (O): -0.06